(1)
{"formula": "C26H62N9O9P2S", "method": "wB97M-V/def2-TZVPD", "symbols": ["C", "C", "O", "O", "C", "C", "C", "C", "C", "N", "C", "N", "C", "O", "C", "O", "C", "C", "O", "N", "C", "C", "S", "O", "O", "H", "H", "H", "H", "H", "H", "H", "H", "H", "H", "H", "H", "H", "H", "H", "H", "H", "H", "H", "H", "H", "H", "H", "H", "H", "H", "O", "P", "N", "C", "C", "N", "C", "C", "N", "C", "C", "H", "H", "H", "H", "H", "H", "H", "H", "H", "H", "H", "H", "H", "H", "H", "H", "H", "H", "O", "P", "N", "C", "C", "N", "C", "C", "N", "C", "C", "H", "H", "H", "H", "H", "H", "H", "H", "H", "H", "H", "H", "H", "H", "H", "H", "H", "H"], "coordinates": [[5.93, 0.61, 0.67], [6.43, 1.50, -0.64], [7.09, 0.84, -1.60], [6.10, 2.93, -0.63], [5.75, 3.44, -1.97], [4.31, 4.27, -1.83], [3.07, 3.19, -1.65], [2.33, 2.87, -3.11], [2.36, 1.29, -3.52], [1.23, 0.45, -2.95], [-0.13, 0.07, -3.48], [-0.82, -0.78, -2.43], [-2.19, -1.42, -2.37], [-3.24, -0.41, -2.55], [-3.16, 0.66, -1.55], [-4.56, 1.07, -1.24], [-4.65, 2.51, -0.95], [-6.28, 2.86, -0.88], [-6.95, 2.49, -2.16], [-0.06, -1.02, -1.30], [1.22, -0.25, -1.61], [2.32, -0.31, -0.39], [1.56, 0.70, 1.04], [2.49, 1.82, 1.57], [0.24, 1.42, 0.55], [4.96, 1.14, 1.07], [5.60, -0.49, 0.38], [6.70, 0.62, 1.56], [6.62, 4.16, -2.36], [5.60, 2.62, -2.79], [4.30, 5.00, -0.91], [4.23, 4.93, -2.80], [3.55, 2.22, -1.18], [2.21, 3.57, -0.94], [3.01, 3.44, -3.91], [1.27, 3.38, -3.19], [2.35, 1.22, -4.69], [3.39, 0.86, -3.13], [-0.59, 0.40, -4.50], [-2.31, -1.83, -1.25], [-2.27, -2.36, -3.07], [-2.67, 0.35, -0.53], [-2.57, 1.56, -2.03], [-4.22, 2.79, 0.12], [-4.20, 3.21, -1.78], [-6.77, 2.19, -0.05], [-6.46, 3.99, -0.65], [-7.86, 2.94, -2.18], [3.38, 0.07, -0.70], [2.45, -1.46, -0.09], [1.16, -0.22, 2.04], [4.11, -2.96, -2.28], [4.38, -4.41, -1.80], [5.50, -4.68, -3.05], [5.66, -5.85, -3.90], [6.83, -4.12, -2.77], [2.79, -4.90, -2.22], [2.39, -5.01, -3.62], [1.76, -4.12, -1.52], [4.70, -6.07, -1.25], [3.88, -7.24, -1.56], [4.94, -6.05, 0.20], [6.14, -6.68, -3.38], [6.28, -5.61, -4.77], [4.72, -6.20, -4.32], [7.39, -4.78, -2.09], [6.75, -3.14, -2.29], [7.41, -3.98, -3.68], [2.72, -4.15, -4.22], [1.30, -5.10, -3.72], [2.78, -5.93, -4.06], [1.59, -3.14, -1.99], [2.04, -3.95, -0.47], [0.80, -4.66, -1.50], [2.89, -7.20, -1.10], [4.38, -8.15, -1.20], [3.77, -7.39, -2.64], [4.02, -5.85, 0.75], [5.66, -5.27, 0.45], [5.37, -7.00, 0.55], [-6.26, 3.20, 2.48], [-5.47, 3.10, 3.81], [-5.41, 1.40, 3.71], [-5.62, 0.42, 4.76], [-4.35, 0.91, 2.82], [-6.82, 3.66, 4.71], [-8.01, 2.82, 4.88], [-7.27, 4.99, 4.28], [-4.57, 2.98, 5.33], [-5.15, 3.00, 6.68], [-3.45, 3.93, 5.30], [-4.77, 0.34, 5.45], [-5.78, -0.58, 4.34], [-6.52, 0.61, 5.35], [-3.38, 0.94, 3.32], [-4.29, 1.52, 1.92], [-4.55, -0.12, 2.49], [-8.32, 2.34, 3.95], [-8.86, 3.40, 5.27], [-7.84, 2.06, 5.64], [-7.89, 4.94, 3.37], [-6.42, 5.64, 4.07], [-7.86, 5.48, 5.06], [-5.58, 3.97, 6.93], [-4.37, 2.79, 7.42], [-5.90, 2.23, 6.81], [-3.80, 4.96, 5.38], [-2.90, 3.83, 4.35], [-2.73, 3.73, 6.10]], "mulliken_charge": [-0.48, 0.67, -0.55, -0.32, -0.33, -0.88, 0.55, -0.66, -0.66, 0.41, -0.23, 0.73, -0.50, -0.37, 0.06, -0.36, -0.37, -0.31, -0.55, -0.43, -0.47, 0.33, 0.75, -0.55, -0.54, 0.10, 0.09, 0.36, 0.34, 0.20, 0.31, 0.35, -0.50, 0.38, 0.36, 0.27, 0.41, 0.21, 0.36, 0.37, 0.29, 0.19, 0.16, 0.17, 0.38, 0.18, 0.35, 0.31, -0.25, 0.37, 0.23, -0.81, 0.88, 0.24, -0.88, -1.11, 0.19, -1.13, -1.43, -0.03, -0.89, -1.11, 0.33, 0.37, 0.16, 0.31, 0.30, 0.36, 0.30, 0.37, 0.31, 0.51, 0.32, 0.45, 0.30, 0.38, 0.27, 0.35, 0.36, 0.37, -0.78, 0.85, 0.24, -0.90, -0.70, 0.18, -1.02, -1.12, -0.04, -0.90, -1.12, 0.36, 0.36, 0.17, 0.37, -0.24, 0.37, 0.27, 0.38, 0.26, 0.32, 0.37, 0.36, 0.30, 0.37, 0.27, 0.36, 0.35, 0.37], "lumo_energy_ev": -4.0, "e_homo_ev": -9.5612, "gap_ev": 5.5372, "charge": 1}

***

(2)
{"formula": "C4H5N3", "method": "wB97M-V/def2-TZVPD", "symbols": ["C", "N", "C", "C", "N", "C", "N", "H", "H", "H", "H", "H"], "coordinates": [[-1.64, 0.08, 0.10], [-0.41, -0.25, -0.63], [0.79, -0.33, 0.18], [1.86, -0.89, -0.69], [2.59, -1.37, -1.45], [1.17, 0.96, 0.81], [1.19, 2.04, 1.23], [-1.73, -0.59, 0.97], [-2.45, -0.15, -0.60], [-1.73, 1.12, 0.46], [-0.24, 0.44, -1.36], [0.62, -1.06, 0.98]], "mulliken_charge": [-0.85, -0.39, 0.37, -0.02, -0.37, 0.20, -0.41, 0.31, 0.30, 0.31, 0.29, 0.26], "e_above_lowest_ev": 1.962, "smiles": "CNC(C#N)C#N", "lumo_energy_ev": 0.6, "e_homo_ev": -10.5106, "gap_ev": 11.1132}

***

(3)
{"formula": "C14H12ClN3O5S", "method": "wB97M-V/def2-TZVPD", "symbols": ["N", "N", "C", "O", "C", "C", "C", "C", "N", "O", "O", "C", "C", "S", "O", "O", "C", "C", "C", "C", "Cl", "C", "C", "C", "H", "H", "H", "H", "H", "H", "H", "H", "H", "H", "H", "H"], "coordinates": [[-6.21, -0.14, -1.01], [-4.92, -0.04, -0.46], [-4.04, -1.06, -0.57], [-4.28, -2.04, -1.25], [-2.75, -0.90, 0.17], [-2.03, -2.07, 0.44], [-0.81, -1.99, 1.08], [-0.28, -0.75, 1.43], [1.01, -0.78, 2.07], [1.40, -1.85, 2.49], [1.65, 0.25, 2.15], [-0.99, 0.44, 1.17], [-0.48, 1.80, 1.41], [0.19, 2.40, -0.21], [0.77, 3.69, 0.00], [-0.88, 2.29, -1.17], [1.46, 1.21, -0.61], [1.10, 0.04, -1.26], [2.06, -0.94, -1.47], [3.36, -0.72, -1.03], [4.54, -1.94, -1.28], [3.72, 0.46, -0.39], [2.76, 1.43, -0.18], [-2.23, 0.32, 0.55], [-6.26, 0.42, -1.86], [-6.33, -1.12, -1.29], [-4.81, 0.70, 0.21], [-2.44, -3.02, 0.13], [-0.24, -2.87, 1.30], [0.33, 1.89, 2.12], [-1.28, 2.51, 1.64], [0.09, -0.09, -1.60], [1.80, -1.86, -1.97], [4.73, 0.60, -0.06], [2.99, 2.35, 0.32], [-2.75, 1.24, 0.31]], "mulliken_charge": [-0.91, 0.12, 0.41, -0.70, 0.66, -0.73, -0.59, 0.39, 1.12, -0.67, -0.57, 0.40, -1.38, 1.38, -0.71, -0.65, -0.07, -0.35, -0.77, 0.34, -0.21, -0.60, -0.33, -0.78, 0.25, 0.31, 0.27, 0.49, 0.53, 0.56, 0.55, 0.60, 0.44, 0.43, 0.46, 0.30], "e_above_lowest_ev": 0.878, "smiles": "NNC(=O)c1ccc([N+](=O)[O-])c(CS(=O)(=O)c2ccc(Cl)cc2)c1", "lumo_energy_ev": -1.2, "e_homo_ev": -9.6941, "gap_ev": 8.4673}

***

(4)
{"formula": "C25H31InN2PSe2Te2", "method": "wB97M-V/def2-TZVPD", "symbols": ["In", "C", "C", "C", "C", "C", "C", "C", "P", "C", "C", "C", "C", "C", "C", "C", "C", "C", "C", "C", "C", "C", "C", "H", "H", "H", "H", "H", "H", "H", "H", "H", "H", "H", "H", "H", "H", "H", "H", "H", "H", "H", "H", "Se", "Te", "Te", "Se", "N", "C", "C", "N", "C", "C", "H", "H", "H", "H", "H", "H", "H", "H", "H", "H", "H"], "coordinates": [[-0.53, 0.00, -2.23], [-1.98, 0.27, 3.58], [-0.49, 0.41, 3.40], [0.29, 0.70, 4.53], [1.67, 0.83, 4.46], [2.31, 0.68, 3.24], [1.56, 0.41, 2.11], [0.17, 0.27, 2.17], [-0.64, -0.07, 0.57], [-2.16, 0.94, 0.60], [-3.42, 0.34, 0.49], [-4.57, 1.11, 0.50], [-4.48, 2.49, 0.61], [-3.23, 3.09, 0.69], [-2.06, 2.34, 0.68], [-0.73, 3.04, 0.74], [-1.12, -1.81, 0.65], [-0.85, -2.57, 1.80], [-0.98, -3.94, 1.80], [-1.34, -4.60, 0.63], [-1.58, -3.87, -0.52], [-1.51, -2.47, -0.53], [-1.89, -1.76, -1.77], [-2.21, 0.01, 4.61], [-2.40, -0.48, 2.92], [-2.48, 1.22, 3.36], [-0.21, 0.83, 5.48], [2.24, 1.04, 5.36], [3.39, 0.79, 3.17], [2.05, 0.31, 1.15], [-3.49, -0.74, 0.44], [-5.54, 0.62, 0.45], [-5.37, 3.09, 0.63], [-3.16, 4.17, 0.76], [-0.84, 4.09, 0.52], [-0.03, 2.60, 0.03], [-0.28, 2.95, 1.74], [-0.53, -2.07, 2.70], [-0.79, -4.50, 2.71], [-1.44, -5.68, 0.62], [-1.86, -4.39, -1.43], [-2.71, -1.05, -1.65], [-2.05, -2.40, -2.62], [1.10, 0.50, -4.70], [-0.64, 1.32, -6.26], [-1.71, 3.18, -4.65], [-2.49, 1.67, -2.85], [4.24, 0.15, -3.39], [4.09, 1.07, -2.22], [2.70, 0.87, -1.64], [2.35, -0.53, -1.35], [2.71, -1.47, -2.42], [4.14, -1.28, -2.92], [5.10, 0.32, -3.91], [3.44, 0.33, -4.04], [4.22, 2.10, -2.56], [4.88, 0.83, -1.50], [1.99, 1.27, -2.37], [2.60, 1.45, -0.72], [2.76, -0.83, -0.47], [2.04, -1.30, -3.27], [2.57, -2.49, -2.06], [4.35, -1.95, -3.74], [4.87, -1.42, -2.13]], "mulliken_charge": [1.03, -1.61, 1.12, -0.81, -0.77, -0.88, -0.78, 0.57, 1.80, 1.02, -0.48, -1.05, -0.74, -0.99, 0.42, -1.33, 0.86, -0.98, -0.98, -0.73, -0.97, 0.90, -1.32, 0.58, 0.20, 0.26, 0.48, 0.40, 0.45, 0.10, 0.48, 0.46, 0.43, 0.45, 0.55, 0.05, 0.22, 0.36, 0.48, 0.41, 0.43, 0.24, 0.47, -0.38, -0.01, -0.09, -0.16, 0.20, -1.19, -0.11, -0.11, -0.54, -0.74, 0.41, -0.17, 0.38, 0.43, 0.11, 0.43, 0.33, 0.11, 0.53, 0.41, 0.37], "e_above_lowest_ev": 1.328, "lumo_energy_ev": -3.3, "e_homo_ev": -9.5019, "gap_ev": 6.1583, "charge": 1}

***

(5)
{"formula": "C4H10N2O2", "method": "wB97M-V/def2-TZVPD", "symbols": ["H", "O", "N", "H", "C", "C", "C", "N", "H", "H", "H", "C", "H", "H", "H", "O", "H", "H"], "coordinates": [[1.78, -0.44, 1.00], [2.24, -1.04, 1.82], [0.96, 0.20, 0.11], [3.12, -1.32, 1.51], [-0.25, 0.79, 0.35], [1.09, 0.06, -1.19], [-0.88, 0.96, -0.85], [-0.08, 0.44, -1.82], [-0.35, 0.54, -2.78], [1.76, -0.59, -1.74], [-0.67, 0.90, 1.34], [-2.24, 1.55, -1.09], [-2.32, 2.52, -0.59], [-2.36, 1.81, -2.15], [-2.99, 0.87, -0.67], [0.09, -2.69, 2.10], [0.73, -2.10, 1.65], [0.38, -2.45, 3.00]], "mulliken_charge": [0.52, -0.85, -0.25, 0.24, -0.62, -0.30, 0.59, -0.09, 0.21, 0.35, 0.37, -1.13, 0.32, 0.34, 0.27, -0.69, 0.42, 0.30], "e_above_lowest_ev": 1.861, "lumo_energy_ev": 0.5, "e_homo_ev": -9.3191, "gap_ev": 9.8141}

***

(6)
{"formula": "C10H10N2O2", "method": "wB97M-V/def2-TZVPD", "symbols": ["C", "O", "C", "N", "C", "C", "C", "C", "C", "C", "C", "N", "C", "O", "H", "H", "H", "H", "H", "H", "H", "H", "H", "H"], "coordinates": [[2.12, -2.27, 0.51], [1.88, -0.88, 0.75], [1.64, -0.21, -0.46], [0.29, -0.66, -1.00], [-0.76, -0.11, -0.56], [-2.06, -0.60, -1.04], [-3.23, -0.03, -0.69], [-3.23, 1.05, 0.32], [-2.05, 1.66, 0.62], [-0.79, 1.12, 0.21], [0.41, 1.77, 0.23], [1.63, 1.22, -0.26], [2.83, 1.90, -0.31], [3.83, 1.38, -0.76], [2.24, -2.63, 1.47], [3.11, -2.29, 0.13], [1.22, -2.55, 0.00], [2.24, -0.34, -1.35], [-2.15, -1.45, -1.69], [-4.23, -0.39, -1.08], [-4.24, 1.44, 0.64], [-1.91, 2.44, 1.22], [0.61, 2.84, 0.61], [2.64, 2.98, 0.18]], "mulliken_charge": [-0.87, -0.45, 0.12, -0.84, 0.70, -0.50, -0.30, -0.56, -0.83, 0.56, -0.22, 0.25, 0.23, -0.50, 0.30, 0.32, 0.39, 0.43, 0.40, 0.29, 0.29, 0.48, 0.14, 0.13], "e_above_lowest_ev": 3.944, "smiles": "CO[C@H]1N=c2ccccc2=CN1C=O", "lumo_energy_ev": [-0.6, -0.6], "e_homo_ev": [-8.0945, -8.0953], "gap_ev": [7.5249, 7.5267]}

***

(7)
{"formula": "C61H59GeKN2O3PS3", "method": "wB97M-V/def2-TZVPD", "symbols": ["K", "O", "S", "C", "C", "C", "C", "S", "O", "C", "C", "C", "C", "C", "C", "C", "C", "C", "C", "C", "C", "H", "H", "H", "H", "H", "H", "H", "H", "H", "H", "H", "H", "H", "H", "H", "H", "H", "H", "C", "C", "C", "C", "C", "C", "P", "C", "C", "C", "C", "C", "C", "C", "C", "C", "C", "C", "C", "H", "H", "H", "H", "H", "H", "H", "H", "H", "H", "H", "H", "H", "H", "N", "C", "S", "N", "C", "C", "C", "C", "C", "C", "H", "H", "H", "H", "H", "H", "H", "H", "C", "C", "O", "C", "C", "C", "C", "C", "C", "H", "H", "H", "H", "H", "H", "H", "H", "Ge", "C", "C", "C", "C", "C", "C", "C", "C", "C", "C", "C", "C", "H", "H", "H", "H", "H", "H", "H", "H", "H", "H", "H"], "coordinates": [[0.08, 0.21, -1.32], [-1.96, -0.56, -1.11], [-3.20, -0.68, -1.91], [-2.74, -1.65, -3.42], [-2.39, -3.11, -3.20], [-1.16, -3.33, -2.31], [0.15, -3.03, -3.00], [1.52, -2.81, -1.79], [1.02, -1.78, -0.84], [1.29, -4.39, -0.94], [1.10, -4.37, 0.43], [0.93, -5.55, 1.12], [0.96, -6.76, 0.44], [1.19, -6.78, -0.92], [1.36, -5.60, -1.62], [-4.14, -1.98, -1.08], [-5.39, -2.33, -1.57], [-6.12, -3.31, -0.91], [-5.61, -3.91, 0.22], [-4.37, -3.54, 0.72], [-3.63, -2.56, 0.06], [-1.91, -1.08, -3.85], [-3.60, -1.56, -4.08], [-2.21, -3.58, -4.18], [-3.25, -3.61, -2.75], [-1.16, -4.37, -1.97], [-1.25, -2.70, -1.43], [0.11, -2.08, -3.54], [0.45, -3.81, -3.69], [1.10, -3.42, 0.94], [0.76, -5.54, 2.19], [0.83, -7.69, 0.98], [1.23, -7.72, -1.45], [1.53, -5.62, -2.68], [-5.77, -1.85, -2.45], [-7.09, -3.59, -1.29], [-6.18, -4.67, 0.73], [-3.98, -3.99, 1.61], [-2.67, -2.25, 0.43], [-1.22, 7.45, 1.36], [-2.04, 6.42, 1.80], [-1.72, 5.11, 1.51], [-0.58, 4.80, 0.77], [0.24, 5.85, 0.35], [-0.08, 7.16, 0.64], [-0.08, 3.09, 0.32], [-0.47, 2.25, 1.90], [-0.76, 0.80, 1.77], [-1.84, 0.02, 2.55], [-2.27, 0.41, 3.97], [-1.25, 1.18, 4.73], [-0.12, 2.82, 3.06], [-1.45, 2.66, -0.82], [-2.80, 2.68, -0.50], [-3.74, 2.50, -1.49], [-3.34, 2.29, -2.80], [-1.99, 2.23, -3.11], [-1.03, 2.43, -2.13], [-1.47, 8.47, 1.60], [-2.92, 6.64, 2.38], [-2.35, 4.31, 1.89], [1.14, 5.61, -0.21], [0.58, 7.95, 0.33], [-0.85, 0.55, 0.71], [-2.62, -0.42, 1.93], [-3.30, 0.37, 4.27], [-1.61, 1.33, 5.75], [0.27, 3.84, 3.03], [-3.12, 2.82, 0.53], [-4.80, 2.55, -1.25], [-4.08, 2.17, -3.58], [-1.69, 2.06, -4.14], [1.75, 3.77, -2.54], [1.76, 2.73, -3.41], [2.55, 1.34, -2.97], [1.19, 2.97, -4.61], [1.01, 2.17, -5.74], [0.19, 2.69, -6.74], [-0.05, 1.98, -7.90], [0.52, 0.74, -8.08], [1.34, 0.21, -7.10], [1.58, 0.92, -5.93], [2.02, 3.55, -1.60], [1.08, 4.51, -2.65], [0.73, 3.88, -4.69], [-0.26, 3.67, -6.61], [-0.68, 2.41, -8.67], [0.34, 0.18, -8.99], [1.80, -0.75, -7.23], [2.25, 0.51, -5.19], [-0.54, -2.27, 2.97], [-0.67, -0.77, 3.11], [0.30, -0.01, 2.36], [-1.03, -0.30, 4.54], [-0.48, -0.98, 5.72], [0.67, -0.48, 6.19], [1.43, 0.65, 5.64], [1.12, 1.72, 4.90], [-0.22, 2.24, 4.43], [-0.59, -2.53, 1.92], [-1.36, -2.75, 3.50], [0.40, -2.61, 3.38], [-0.93, -1.87, 6.14], [1.17, -0.97, 7.01], [2.48, 0.59, 5.93], [1.94, 2.38, 4.62], [-0.44, 3.09, 5.10], [2.50, -0.07, 0.79], [3.25, -1.81, 1.35], [3.13, -2.29, 2.64], [3.73, -3.49, 3.00], [4.44, -4.21, 2.05], [4.55, -3.74, 0.75], [3.96, -2.54, 0.40], [3.35, 1.45, 1.73], [3.79, 1.36, 3.04], [4.52, 2.40, 3.60], [4.82, 3.53, 2.84], [4.39, 3.61, 1.52], [3.66, 2.57, 0.98], [3.02, 0.11, -0.67], [2.57, -1.72, 3.36], [3.64, -3.86, 4.01], [4.90, -5.15, 2.33], [5.11, -4.31, 0.02], [4.06, -2.15, -0.60], [3.57, 0.48, 3.62], [4.87, 2.33, 4.62], [5.37, 4.34, 3.28], [4.64, 4.47, 0.92], [3.34, 2.61, -0.06]], "mulliken_charge": [1.17, -1.00, 0.42, -1.04, -1.19, 0.69, -0.93, 0.22, -0.07, 0.16, 0.50, -0.56, -0.80, -0.74, -0.54, 0.34, -0.36, -0.73, -0.59, -1.13, 0.40, 0.52, 0.69, 0.53, 0.40, 0.46, -0.58, 0.75, 0.63, -0.13, 0.53, 0.42, 0.43, 0.44, 0.48, 0.43, 0.42, 0.54, 0.01, -0.62, -0.85, 0.00, 0.41, -0.41, -0.68, 1.99, -0.83, 0.69, 0.31, -1.57, -1.13, -1.33, 0.74, -0.30, -0.94, -1.04, -0.17, -0.52, 0.40, 0.43, 0.16, 0.35, 0.45, -1.05, 0.49, 0.49, 0.37, 0.76, 0.29, 0.43, 0.37, 0.52, -0.26, 0.46, -0.46, 0.02, 0.74, -0.34, -0.77, -0.50, -0.84, -0.50, -0.40, 0.42, 0.26, 0.35, 0.39, 0.41, 0.42, 0.48, -1.38, 1.01, 0.65, 0.21, -1.62, -0.62, -0.13, -0.76, -0.12, -0.27, 0.59, 0.26, 0.50, 0.43, 0.46, 0.74, 0.91, 1.33, 0.28, 0.37, -1.08, -0.71, -0.73, -0.42, 0.18, -0.51, -0.56, -0.68, -0.69, 0.27, -0.52, 0.41, 0.49, 0.43, 0.47, 0.59, 0.31, 0.45, 0.41, 0.49, 0.27], "e_above_lowest_ev": 9.410, "lumo_energy_ev": [-4.3, -4.7], "e_homo_ev": [-8.4964, -7.7316], "gap_ev": [4.2289, 2.9998], "charge": 1}

***

(8)
{"formula": "CClF3O4S2", "method": "wB97M-V/def2-TZVPD", "symbols": ["C", "O", "O", "O", "O", "F", "F", "F", "S", "S", "Cl"], "coordinates": [[-0.55, -1.45, -0.54], [2.00, -2.01, -0.21], [1.43, 0.46, -0.12], [-1.34, 3.91, 2.92], [-0.90, 2.58, 0.90], [-0.92, -1.34, 0.68], [-0.50, -2.74, -0.90], [-1.46, -0.87, -1.35], [1.28, -0.86, -0.71], [-0.45, 3.04, 2.20], [1.42, -0.71, -2.87]], "mulliken_charge": [0.71, -0.46, -0.43, -0.40, -0.35, -0.17, -0.19, -0.19, 0.88, 0.75, -0.16], "lumo_energy_ev": -1.4, "e_homo_ev": -12.0525, "gap_ev": 10.6350}